Here is one molecule with the formula C11H10F3NO3S from the Open Molecules 2025 dataset. Energies are from ωB97M-V/def2-TZVPD.

As for the orbital gap: 9.2474 eV. Its SMILES is O=C(O)CSCC(=O)Nc1ccc(C(F)(F)F)cc1. As for the HOMO energy: -0.3265 hartree. The total energy is -1403.50324 Ha.

Each line ends with the natural charge from an NBO analysis.
CARTESIAN COORDINATES (ANGSTROEM)
O 1.44836 -1.11603 1.37562  -0.5849
C 2.55643 -1.34135 0.97162  0.7757
O 2.86645 -2.35649 0.17227  -0.6729
C 3.77592 -0.50217 1.27557  -0.6399
S 3.52297 1.20990 0.70879  0.2261
C 3.08755 0.90844 -1.03450  -0.6354
C 1.69793 0.30410 -1.19606  0.6722
O 1.51614 -0.67953 -1.87723  -0.6039
N 0.74465 0.99239 -0.51862  -0.6029
C -0.59745 0.66371 -0.34513  0.1700
C -1.31967 1.37055 0.61623  -0.2423
C -2.65409 1.09720 0.82897  -0.1528
C -3.28036 0.10794 0.08042  -0.1818
C -4.74002 -0.17095 0.28203  0.9760
F -5.16008 0.10039 1.52761  -0.3251
F -5.51561 0.57096 -0.53866  -0.3299
F -5.06794 -1.44976 0.03954  -0.3246
C -2.56922 -0.59630 -0.88225  -0.1759
C -1.23325 -0.32127 -1.09706  -0.1924
H 2.07510 -2.84796 -0.10254  0.5095
H 4.65917 -0.91683 0.79137  0.2403
H 3.92399 -0.42588 2.35195  0.2622
H 3.12815 1.88425 -1.52004  0.2545
H 3.82957 0.24875 -1.48448  0.2505
H 1.08387 1.72540 0.09487  0.4102
H -0.82750 2.13160 1.20323  0.2126
H -3.20970 1.64092 1.57724  0.2300
H -3.06187 -1.36266 -1.46055  0.2296
H -0.67950 -0.86930 -1.84022  0.2456